No. 1
Entry from OMol25: a cluster of 2 separate species, C5H9N3O in total in a non-equilibrium geometry (ωB97M-V/def2-TZVPD).

Each atom is followed by the atoms it is bonded to, with distances in Å.
Element x y z (Å)
1 H -2.26159 0.68810 -1.62236  C18 1.089
2 C 1.87355 1.15901 0.83299  N9 1.211, N15 1.236
3 O -2.03982 -1.93582 0.10677  C7 1.207
4 H 0.49473 -1.15532 1.45382  C17 1.086
5 H -2.24644 1.08171 0.08458  C18 1.091
6 H 1.27045 0.41751 -1.41107  N14 1.151
7 C -1.64252 -0.89958 -0.36790  O3 1.207, C13 1.512, C18 1.500
8 H -3.55480 0.04716 -0.53350  C18 1.088
9 N 1.17368 1.34289 1.80393  C2 1.211, H16 1.003
10 H 1.82538 -1.45177 0.20366  C17 1.088
11 H 0.39827 -2.42923 0.28115  C17 1.092
12 H 2.57703 2.05999 -0.78545  N15 1.005
13 C -0.17337 -0.67481 -0.64835  C7 1.512, N14 1.242, C17 1.607
14 N 0.20301 0.02981 -1.59937  H6 1.151, C13 1.242
15 N 2.34453 1.20649 -0.30861  C2 1.236, H12 1.005
16 H 1.49796 1.62308 2.71095  N9 1.003
17 C 0.76200 -1.41049 0.43230  H4 1.086, H10 1.088, H11 1.092, C13 1.607
18 C -2.50206 0.30129 -0.63356  H1 1.089, H5 1.091, C7 1.500, H8 1.088

Summary:
- HOMO energy: -8.764 eV
- Charge: 0
- Calculated total energy: -11846.46234 eV

---

No. 2
Entry from OMol25: an isolated molecule of C5H9N3O in a non-equilibrium geometry (ωB97M-V/def2-TZVPD).

Each atom is followed by the atoms it is bonded to, with distances in Å.
Element x y z (Å)
1 C 0.26938 -0.64560 -0.08299  C3 1.432, C9 1.494, H11 1.057, N13 1.486
2 C 1.36290 1.47816 -0.01741  N13 1.348, N15 1.276, H18 1.083
3 C -0.65018 -0.93893 0.97523  C1 1.432, C9 1.416, H12 1.092, H14 1.149
4 H -3.17699 0.07529 0.01558  C17 1.118
5 O -0.81534 1.39553 0.75593  C9 1.446, N15 1.489
6 H -2.24437 -0.86407 -1.30763  C17 1.131
7 H 2.63277 -0.94301 -0.92402  N16 0.961
8 H 2.92088 -0.85485 0.77443  N16 1.075
9 C -1.00075 0.11918 0.10154  C1 1.494, C3 1.416, O5 1.446, C17 1.511
10 H -2.70032 0.93992 -1.50905  C17 1.270
11 H 0.40275 -1.44112 -0.76580  C1 1.057
12 H -1.21441 -1.87349 0.98637  C3 1.092
13 N 1.52653 0.14099 0.01579  C1 1.486, C2 1.348, N16 1.371
14 H -0.20187 -0.66619 1.99786  C3 1.149
15 N 0.28493 2.15172 0.09646  C2 1.276, O5 1.489
16 N 2.78719 -0.36397 -0.17272  H7 0.961, H8 1.075, N13 1.371
17 C -2.29659 0.07166 -0.67402  H4 1.118, H6 1.131, C9 1.511, H10 1.270
18 H 2.11350 2.21880 -0.26556  C2 1.083

Summary:
- HOMO energy: -8.602 eV
- Charge: 0
- Calculated total energy: -11843.19384 eV

---

No. 3
Entry from OMol25: the ion C5H9N4 with charge +1 in a non-equilibrium geometry (ωB97M-V/def2-TZVPD).

Each atom is followed by the atoms it is bonded to, with distances in Å.
Element x y z (Å)
1 H 2.68539 0.07017 -2.02677  N12 1.015
2 N -1.24574 0.39518 3.51793  C6 1.255, H17 0.997
3 H -2.02871 2.42448 1.86957  C16 1.169
4 N 0.52170 -0.00085 -0.89720  C5 1.501, C10 1.310, H13 1.036
5 C 1.30221 -1.19632 -1.36141  N4 1.501, N11 1.217, N12 1.313
6 C -1.82655 0.28756 2.41061  N2 1.255, H14 1.131, C16 1.431
7 C -1.14781 1.26208 0.26776  C10 1.418, C16 1.348, H18 1.149
8 H 1.00755 -3.20518 -1.65974  N11 1.073
9 H 2.93236 -1.59615 -2.34859  N12 1.026
10 C -0.56521 0.04526 -0.16826  N4 1.310, C7 1.418, H15 1.176
11 N 0.67051 -2.23593 -1.34679  C5 1.217, H8 1.073
12 N 2.52396 -0.88703 -1.72924  H1 1.015, C5 1.313, H9 1.026
13 H 1.04162 0.89528 -0.90444  N4 1.036
14 H -2.58604 -0.54854 2.36070  C6 1.131
15 H -1.06310 -0.98298 0.11208  C10 1.176
16 C -1.75477 1.36177 1.46737  H3 1.169, C6 1.431, C7 1.348
17 H -0.85982 1.28675 3.73973  N2 0.997
18 H -0.89943 2.26582 -0.23394  C7 1.149

Summary:
- HOMO energy: -13.725 eV
- Charge: +1
- Calculated total energy: -11282.15651 eV

---

No. 4
Entry from OMol25: the ion C5H9N4O2 with charge +1 in a non-equilibrium geometry (ωB97M-V/def2-TZVPD).

Each atom is followed by the atoms it is bonded to, with distances in Å.
Element x y z (Å)
1 N -2.10242 -1.45361 0.96161  N2 1.283, N4 1.327
2 N -1.48525 -0.46821 0.41952  N1 1.283, N7 1.319, C13 1.493
3 C 2.79408 -0.25621 0.01669  O11 1.374, C18 1.518, O19 1.204
4 N -3.40128 -1.31353 0.72970  N1 1.327, C9 1.295
5 C 0.57655 0.96072 0.13808  H6 1.086, C13 1.522, H16 1.081, C18 1.541
6 H -0.09313 1.51803 -0.51017  C5 1.086
7 N -2.35454 0.32728 -0.17376  N2 1.319, C9 1.339, H17 1.010
8 H 2.49749 1.80722 -0.40459  C18 1.080
9 C -3.55434 -0.22705 0.04158  N4 1.295, N7 1.339, H15 1.070
10 H 1.80846 0.72687 -1.60070  C18 1.082
11 O 3.12863 -1.23050 -0.89293  C3 1.374, H12 0.959
12 H 2.33582 -1.63331 -1.25273  O11 0.959
13 C 0.00487 -0.40352 0.49518  N2 1.493, C5 1.522, H14 1.078, H20 1.079
14 H 0.35918 -1.20203 -0.13601  C13 1.078
15 H -4.48300 0.15980 -0.32281  C9 1.070
16 H 0.69946 1.56754 1.02409  C5 1.081
17 H -2.09283 1.16259 -0.67815  N7 1.010
18 C 1.95758 0.88124 -0.54006  C3 1.518, C5 1.541, H8 1.080, H10 1.082
19 O 3.17040 -0.29866 1.15971  C3 1.204
20 H 0.23429 -0.62466 1.52575  C13 1.079

Summary:
- HOMO energy: -14.030 eV
- Charge: +1
- Calculated total energy: -15377.14525 eV